No. 1
ORCA calculation (ωB97M-V/def2-TZVPD) on the molecule C5H9NO in a non-equilibrium geometry.

Element x y z (Å)
O -0.8559 -0.5425 -0.6326
C 1.6020 -1.0370 -0.9897
N -2.3472 0.4455 0.7506
C -1.1443 -0.2216 0.6160
C 0.7713 1.4053 -1.0278
H 1.3803 -1.8404 -0.2980
H -0.4377 0.2116 2.5743
C -0.2116 -0.2308 1.6171
H 0.6401 -0.8834 1.6040
H -0.0511 1.9561 -1.4612
H 1.4692 -1.4165 -2.0111
C 0.6906 0.1104 -0.7983
H 2.6362 -0.7104 -0.8811
H 1.6168 1.9943 -0.7031
H -2.9815 0.3167 -0.0224
H -2.7772 0.4428 1.6634

The value obtained for the calculated total energy is -8865.540 eV. As for the SMILES: C=C(C)OC(=C)N.

No. 2
ORCA calculation (ωB97M-V/def2-TZVPD) on a structure of composition C5H9NO.

Element x y z (Å)
H -1.5492 -1.6756 0.0227
H 1.6466 1.2663 1.0968
C -0.7023 0.2459 -0.2021
H 1.0219 -0.9156 -2.4242
H 0.7587 2.5421 1.9880
H 0.4719 -1.2161 0.5263
C 0.6835 1.5526 1.5346
H -0.6035 -1.5781 -2.0814
H 0.8517 -2.4223 -1.4958
H -1.3039 0.3959 -1.0995
O -0.9981 2.5583 0.1489
H 0.4324 0.7997 2.2894
N 0.4075 -0.6733 -0.4427
C -0.9370 -0.9781 0.6141
C -0.3806 1.5645 0.4678
C 0.4105 -1.4398 -1.6833

The value obtained for the calculated total energy is -8864.336 eV.

No. 3
ORCA calculation (ωB97M-V/def2-TZVPD) on a cluster of 2 separate species, C5H9NO in total in a non-equilibrium geometry.

Element x y z (Å)
C 0.6764 0.3083 -0.1529
C 0.8374 1.8121 -0.4610
H -0.8887 -2.2073 1.1539
C -1.8423 0.2291 0.0821
C -0.4423 -0.3481 0.1879
H -1.8066 1.2458 0.4937
H 0.2974 2.0427 0.4750
H -0.4720 -2.2042 -0.6397
H 1.9293 1.9210 -0.3677
N 2.3971 -0.7727 0.2045
C -0.2382 -1.8308 0.3387
O 3.3335 -0.5195 -0.4340
H 0.7808 -1.9689 0.5621
H 0.2878 2.3740 -1.2353
H -2.3426 0.2392 -0.8730
H -2.5071 -0.3206 0.6658

The value obtained for the calculated total energy is -8863.174 eV.

No. 4
ORCA calculation (ωB97M-V/def2-TZVPD) on the molecule C5H9NO.

Element x y z (Å)
H -2.0761 -0.4527 -0.6007
H 2.0365 0.8481 -0.9466
H -1.2658 -1.0943 1.7294
H -1.4397 1.6206 -1.4512
N -0.8926 1.3797 -0.6298
C 1.3686 0.2793 -0.2929
C -1.2964 -0.0455 1.4132
H -2.2107 0.4082 1.8106
H 1.3313 0.7675 0.6870
C -0.0256 0.2339 -0.8885
H -0.0513 -0.1969 -1.8907
C 1.9155 -1.1178 -0.1360
H 1.4504 -1.7172 0.6778
C -1.2697 0.0761 -0.0896
H -0.4481 0.4765 1.8628
O 2.7718 -1.5973 -0.8399

The value obtained for the calculated total energy is -8867.209 eV. As for the SMILES: C[C@H]1N[C@H]1CC=O.

No. 5
ORCA calculation (ωB97M-V/def2-TZVPD) on the molecule C5H9NO in a non-equilibrium geometry.

Element x y z (Å)
O 1.3742 -1.5651 1.2450
H -2.1842 0.1784 -0.8106
H 2.0964 0.6783 -0.6647
C 1.2215 0.0173 -0.6300
N -0.6148 1.6345 -0.2443
H 1.4714 -0.8945 -1.1913
C 0.8166 -0.3470 0.8050
H -1.1778 -1.5773 0.6603
H -1.1800 2.3072 -0.7455
H 0.4878 -1.9256 1.2482
C -0.0271 0.6599 -1.1719
C -1.2089 0.3041 -0.3492
H -0.1295 0.8237 -2.2383
C -0.7890 -0.5382 0.8121
H -1.2136 -0.2150 1.7718
H 1.0570 0.4592 1.5034

The value obtained for the calculated total energy is -8866.832 eV. As for the SMILES: O[C@H]1C[C@@H]2N[C@@H]2C1.

No. 6
ORCA calculation (ωB97M-V/def2-TZVPD) on a structure of composition C5H9NO in a non-equilibrium geometry.

Element x y z (Å)
C 0.8824 -0.1401 0.5045
C -1.4301 -1.3968 0.4107
C -0.8213 -0.2055 0.6482
H -1.0258 0.2584 1.6118
H 0.8711 -0.1667 -1.6567
H 1.1600 -0.7762 1.3468
C -0.7112 2.1280 -0.4459
O 1.3124 1.1224 0.7431
H 0.6254 1.8072 0.2606
H 1.0602 -1.7653 -0.9113
N -1.2988 1.0859 -0.5739
C 1.3268 -0.7116 -0.8299
H -2.0791 -1.8468 1.1483
H -0.9377 3.1227 -0.8052
H -1.3447 -1.8987 -0.5430
H 2.4103 -0.6168 -0.9082

The value obtained for the calculated total energy is -8863.311 eV.

No. 7
ORCA calculation (ωB97M-V/def2-TZVPD) on a structure of composition C5H9NO.

Element x y z (Å)
O 1.8766 -0.0778 -0.7832
C -2.2466 -0.5519 0.1655
H 3.1754 1.3600 -1.3741
H -2.8572 0.1178 0.7808
H 2.4097 1.6699 0.2107
H -1.0347 -1.3597 1.7812
H 1.4629 1.8867 -1.2866
H 0.1263 1.2641 1.4516
N 0.0848 -1.5142 -0.0516
H -2.0813 -0.0575 -0.7996
H -2.8153 -1.4753 0.0044
C 2.2482 1.2919 -0.8051
C -0.9105 -0.8140 0.8389
C 0.0433 0.3635 0.8620
H -0.2735 -1.8064 -0.9588
C 0.7919 -0.2970 -0.0361

The value obtained for the calculated total energy is -8866.633 eV.

No. 8
ORCA calculation (ωB97M-V/def2-TZVPD) on the molecule C5H9NO in a non-equilibrium geometry.

Element x y z (Å)
H -1.4386 0.3834 -1.3212
O -0.6955 1.6800 0.9034
H -0.1096 -2.2785 1.2567
C 1.7379 -0.8848 -0.1570
H -1.2401 -0.9495 1.5222
N 2.5856 -1.3032 -0.8242
C -0.4842 -1.3427 0.8328
C 0.6469 -0.3203 0.6494
H 1.0395 1.6654 -0.0947
H -0.9650 -1.5753 -0.1225
H -0.5396 1.7986 -1.8748
H -1.5123 1.1676 0.9688
C -0.4415 0.8313 -1.3767
H 1.0628 -0.0737 1.6347
H 0.1848 0.1905 -2.0061
C 0.1688 1.0113 0.0091

The value obtained for the calculated total energy is -8868.249 eV. As for the SMILES: C[C@@H](O)[C@@H](C)C#N.

No. 9
ORCA calculation (ωB97M-V/def2-TZVPD) on a cluster of 2 separate species, C5H9NO in total in a non-equilibrium geometry.

Element x y z (Å)
N -0.6825 2.4056 0.9547
H -1.0491 2.3412 1.9063
H -0.9094 -1.6268 -0.9855
C -0.5677 1.2481 0.4691
O -0.9579 0.1438 1.2288
C -0.0053 -1.4181 -0.3893
H 1.7043 -0.1159 -0.5060
H 0.9978 -0.4740 -2.0900
H 1.0373 -1.0522 1.6531
H 0.4308 1.9034 -1.2763
C -0.0955 1.0042 -0.9422
H 0.5815 -2.3359 -0.3610
H 0.1027 -1.5742 1.9293
C 0.7579 -0.2601 -1.0429
H -0.9831 0.8935 -1.5819
C -0.3619 -1.0826 1.0338

The value obtained for the calculated total energy is -8865.001 eV.

No. 10
ORCA calculation (ωB97M-V/def2-TZVPD) on the molecule C5H9NO in a non-equilibrium geometry.

Element x y z (Å)
C 0.3765 -0.0051 -1.1850
H 0.1660 -0.6028 2.9832
N -0.8845 0.6824 -0.8576
H -0.3523 0.5225 1.4936
H 1.1253 0.7552 -0.8902
C -0.9768 2.0060 -0.4025
H 0.4188 0.0514 -2.2867
C 0.4991 -1.3133 1.1161
H 0.0970 -2.0452 -0.9277
C -0.2108 -0.4569 1.9301
H -0.6556 2.9099 -0.9796
H 1.0796 -2.1081 1.6020
C 0.6817 -1.3009 -0.3727
O -1.4719 2.3185 0.6587
H 1.7384 -1.6003 -0.4580
H -1.6306 0.1866 -1.4235

The value obtained for the calculated total energy is -8865.697 eV. As for the SMILES: C=CCCNC=O.

No. 11
ORCA calculation (ωB97M-V/def2-TZVPD) on the molecule C5H9NO.

Element x y z (Å)
C 1.2497 1.0680 1.0684
H 1.4923 1.0716 2.1370
H -1.3460 0.3418 1.5452
H 0.5814 1.9116 0.8599
C 0.5909 -0.2343 0.6491
H 2.1699 1.2241 0.4964
H 1.2583 -1.0861 0.8331
H 0.3024 0.6086 -3.5818
C 0.0354 -0.2744 -0.7560
N 0.5709 0.2315 -1.7855
C -0.8517 -0.5446 1.1385
H -0.9527 -1.3617 1.8542
C -1.2945 -0.8494 -0.3186
H -1.3842 -1.9192 -0.5331
O -0.2349 0.1530 -2.9172
H -2.1874 -0.3405 -0.6897

The value obtained for the calculated total energy is -8866.310 eV. As for the SMILES: C[C@H]1CC/C1=N\O.

No. 12
ORCA calculation (ωB97M-V/def2-TZVPD) on a cluster of 2 separate species, C5H9NO in total.

Element x y z (Å)
H 0.8022 0.2380 -2.5271
H 1.7164 -0.4395 2.3170
C 1.0478 -0.0437 1.5673
H -1.2641 1.7526 0.3601
N -0.4987 1.1144 0.4866
H -0.8405 0.0355 -2.0510
C 0.3904 0.7007 -0.4691
H -0.2064 1.6670 -2.3131
O -1.5476 -2.5041 0.3346
H -1.1255 -2.6174 -0.5272
H -0.6929 0.9123 2.5892
H 2.1458 -0.5026 -0.3847
C 1.3550 -0.0304 0.1810
C 0.0170 0.6844 -1.9173
H -1.2033 -1.6422 0.6283
C -0.0957 0.6749 1.7253

The value obtained for the calculated total energy is -8868.351 eV. As for the SMILES: Cc1ccc[nH]1.O.

No. 13
ORCA calculation (ωB97M-V/def2-TZVPD) on the molecule C5H9NO in a non-equilibrium geometry.

Element x y z (Å)
H -1.8158 0.1644 0.1587
C 0.2163 -0.2522 0.7658
H -1.3172 0.6553 2.2766
N 1.5773 0.1820 0.5198
H -0.9825 -2.0340 0.1242
H -0.9491 -1.0551 -2.1338
H 0.1773 1.6294 1.8838
O -0.4665 0.7742 -1.2106
C -0.0564 -1.4408 -0.1149
C -0.8377 0.6297 0.1511
H 0.8450 -2.0943 -0.0778
C -0.1463 -0.6452 -1.5351
H 1.6944 0.7549 -0.3465
H 0.7730 -0.7645 -2.1671
C -0.4717 0.8124 1.5777
H 2.0400 0.6536 1.2607

The value obtained for the calculated total energy is -8864.187 eV. As for the SMILES: N[C@]12CCO[C@@H]1C2.

No. 14
ORCA calculation (ωB97M-V/def2-TZVPD) on the molecule C5H9NO in a non-equilibrium geometry.

Element x y z (Å)
N -0.0012 -2.1013 1.8125
C 0.1834 0.8824 -0.0484
C -2.0789 -0.2260 -0.2260
H -2.4315 0.2702 0.6835
H -0.2141 -0.9419 -1.0715
C -0.5650 -0.4513 -0.1566
H -0.1187 1.4724 -0.9203
H -2.3168 0.4152 -1.0809
H 2.4745 -1.0015 -0.3169
H 2.1375 1.7162 -0.3026
H -0.1378 1.4337 0.8457
C 1.7062 0.7543 -0.0009
H -2.6225 -1.1674 -0.3361
H 2.0147 0.5658 1.0320
O 2.2072 -0.2526 -0.8626
C -0.2371 -1.3682 0.9491

The value obtained for the calculated total energy is -8868.133 eV. As for the SMILES: C[C@H](C#N)CCO.

No. 15
ORCA calculation (ωB97M-V/def2-TZVPD) on the molecule C5H9NO in a non-equilibrium geometry.

Element x y z (Å)
O 1.8674 0.0403 -1.3051
H -2.5426 0.3139 0.3402
C -0.5452 -0.5216 0.0773
C 1.6735 0.7220 -0.0778
H -0.2491 1.4880 -0.6191
C 0.1749 0.8375 0.1542
H -2.0540 0.0492 -1.3460
H 2.1471 0.1836 0.7563
H -0.0085 1.3184 1.1224
C -2.0133 -0.3668 -0.3343
H -0.0262 -1.1203 -0.6798
N -0.3459 -1.8197 2.3552
H 2.7764 -0.2769 -1.3406
H -2.5337 -1.3285 -0.3346
H 2.1096 1.7315 -0.1187
C -0.4305 -1.2507 1.3505

The value obtained for the calculated total energy is -8868.153 eV. As for the SMILES: C[C@H](C#N)CCO.